The following is a DFT calculation (wB97M-V/def2-TZVPD) of a 2-piece molecular cluster, C4H14N3 overall in a non-equilibrium geometry.

Calculated values
- Largest force on an atom: 1.07 eV Å⁻¹
- Energy relative to the best compared isomer or geometry (same formula, charge and spin): 0.269 eV
- 2S+1: 1
- HOMO energy: -15.053 eV
- Total charge: +1

Bonds (Å) are listed after each position.
Atoms and positions in Å:
1 C -1.762 -1.288 -1.680  C2 1.545, H3 1.092, H4 1.091, H5 1.082
2 C -2.346 -1.624 -0.289  C1 1.545, H6 1.093, H7 1.088, H8 1.083
3 H -1.362 -2.196 -2.136  C1 1.092
4 H -2.548 -0.988 -2.375  C1 1.091
5 H -1.053 -0.471 -1.709  C1 1.082
6 H -2.061 -0.855 0.434  C2 1.093
7 H -1.955 -2.568 0.087  C2 1.088
8 H -3.427 -1.660 -0.343  C2 1.083
9 C 0.493 2.521 0.162  N11 1.463, H19 1.085, H20 1.089, H21 1.090
10 C 1.016 0.133 0.471  N11 1.317, N12 1.343, N13 1.339
11 N 1.083 1.243 -0.235  C9 1.463, C10 1.317, H14 1.008
12 N 0.397 0.157 1.663  C10 1.343, H15 1.007, H16 1.008
13 N 1.633 -0.986 0.070  C10 1.339, H17 1.010, H18 1.012
14 H 1.538 1.194 -1.133  N11 1.008
15 H -0.438 0.702 1.800  N12 1.007
16 H 0.593 -0.580 2.322  N12 1.008
17 H 1.827 -1.106 -0.914  N13 1.010
18 H 1.270 -1.820 0.513  N13 1.012
19 H 0.842 3.287 -0.522  C9 1.085
20 H 0.808 2.784 1.171  C9 1.089
21 H -0.594 2.463 0.103  C9 1.090

The following is a DFT calculation (wB97M-V/def2-TZVPD) of a 2-piece molecular cluster, C4H14N3 overall in a non-equilibrium geometry.

Calculated values
- Largest force on an atom: 2.13 eV Å⁻¹
- Energy relative to the best compared isomer or geometry (same formula, charge and spin): 1.857 eV
- 2S+1: 1
- HOMO energy: -12.117 eV
- Total charge: +1

Bonds (Å) are listed after each position.
Atoms and positions in Å:
1 C 1.673 -0.987 -2.063  N2 1.516, H4 1.087, H5 1.094, H6 1.125
2 N 0.258 -0.649 -2.488  C1 1.516, C3 1.530, H7 1.015, H8 1.015
3 C -0.789 -0.972 -1.421  N2 1.530, H9 1.074, H10 1.124, H11 1.061
4 H 2.326 -0.833 -2.918  C1 1.087
5 H 1.900 -0.284 -1.257  C1 1.094
6 H 1.805 -2.045 -1.705  C1 1.125
7 H -0.013 -1.060 -3.375  N2 1.015
8 H 0.197 0.351 -2.652  N2 1.015
9 H -0.791 -2.036 -1.278  C3 1.074
10 H -1.761 -0.574 -1.823  C3 1.124
11 H -0.485 -0.472 -0.536  C3 1.061
12 C -0.482 2.391 2.151  N13 1.458, H16 1.102, H17 1.096, H18 1.096
13 N -0.995 1.041 1.950  C12 1.458, C14 1.386, H19 1.010
14 C -0.209 -0.072 2.200  N13 1.386, N15 1.301, H20 1.109
15 N -0.362 -1.196 1.563  C14 1.301, H21 1.016
16 H -1.315 3.077 2.372  C12 1.102
17 H 0.098 2.369 3.081  C12 1.096
18 H 0.115 2.783 1.320  C12 1.096
19 H -1.991 0.878 1.901  N13 1.010
20 H 0.570 0.151 2.958  C14 1.109
21 H 0.251 -1.864 2.021  N15 1.016

The following is a DFT calculation (wB97M-V/def2-TZVPD) of a 2-piece molecular cluster, C4H14N3 overall in a non-equilibrium geometry.

Calculated values
- Largest force on an atom: 4.45 eV Å⁻¹
- Energy relative to the best compared isomer or geometry (same formula, charge and spin): 3.383 eV
- 2S+1: 1
- HOMO energy: -13.771 eV
- Total charge: +1

Bonds (Å) are listed after each position.
Atoms and positions in Å:
1 C 1.101 1.380 -0.078  N6 1.464, H8 1.056, H9 1.112, H10 1.089
2 C 2.325 -0.758 -0.118  N6 1.449, H11 1.125, H12 1.105, H13 1.009
3 C -0.576 -0.781 -0.958  C4 1.504, H14 1.027, H15 1.065
4 C -1.701 -0.350 -0.058  C3 1.504, N5 1.445, N7 1.465, H16 1.152
5 N -1.986 1.066 -0.042  C4 1.445, H17 1.036, H18 1.032
6 N 1.053 -0.080 0.033  C1 1.464, C2 1.449, H20 0.991
7 N -1.440 -0.635 1.354  C4 1.465, H19 1.079, H21 1.006
8 H 0.094 1.693 -0.012  C1 1.056
9 H 1.661 2.001 0.656  C1 1.112
10 H 1.478 1.688 -1.051  C1 1.089
11 H 2.737 -0.675 -1.162  C2 1.125
12 H 2.947 -0.149 0.563  C2 1.105
13 H 2.179 -1.740 0.062  C2 1.009
14 H -0.463 -0.305 -1.861  C3 1.027
15 H -0.250 -1.789 -1.070  C3 1.065
16 H -2.668 -0.935 -0.276  C4 1.152
17 H -2.842 1.045 0.540  N5 1.036
18 H -2.314 1.413 -0.957  N5 1.032
19 H -1.978 -1.465 1.784  N7 1.079
20 H 0.680 -0.484 0.858  N6 0.991
21 H -1.778 0.138 1.901  N7 1.006

The following is a DFT calculation (wB97M-V/def2-TZVPD) of a 2-piece molecular cluster, C4H14N3O overall in a non-equilibrium geometry.

Calculated values
- Largest force on an atom: 1.54 eV Å⁻¹
- Energy relative to the best compared isomer or geometry (same formula, charge and spin): 1.975 eV
- 2S+1: 2
- HOMO energy (spin up / spin down): -3.414 / -9.193 eV

Bonds (Å) are listed after each position.
Atoms and positions in Å:
1 C -0.851 -0.965 -0.494  C2 1.551, N7 1.500, H8 1.081, H9 1.084
2 C 0.524 -1.314 0.133  C1 1.551, C3 1.543, H10 1.081, H11 1.087
3 C 1.436 -0.074 0.243  C2 1.543, N6 1.456, H12 1.094, H13 1.073
4 N -0.791 2.503 1.459  C5 1.264, H14 1.017
5 C 0.149 1.938 0.829  N4 1.264, N6 1.383, H15 1.079
6 N 0.963 0.892 1.225  C3 1.456, C5 1.383, H16 1.006
7 N -1.898 -0.994 0.580  C1 1.500, H17 1.033, H18 1.057, H19 1.052
8 H -1.060 -1.625 -1.324  C1 1.081
9 H -0.778 0.069 -0.810  C1 1.084
10 H 0.414 -1.582 1.174  C2 1.081
11 H 1.101 -2.038 -0.437  C2 1.087
12 H 2.441 -0.399 0.527  C3 1.094
13 H 1.536 0.477 -0.672  C3 1.073
14 H -0.957 2.169 2.404  N4 1.017
15 H 0.390 2.302 -0.157  C5 1.079
16 H 1.224 0.807 2.193  N6 1.006
17 H -1.597 -0.343 1.323  N7 1.033
18 H -2.875 -0.870 0.197  N7 1.057
19 H -1.969 -1.970 0.965  N7 1.052
20 H 1.654 0.213 -3.025  O22 0.963
21 H 0.172 0.265 -3.515  O22 0.960
22 O 0.772 0.538 -2.817  H20 0.963, H21 0.960